(1)
# C21H47BrNO4Si2

A structure of composition C21H47BrNO4Si2 (ωB97M-V with the def2-TZVPD basis set, OMol25).

```
76
Properties=species:S:1:pos:R:3:forces:R:3:mulliken_charge:R:1
C -0.689 -5.466 2.455 -0.1 -0.3 -0.2 -1.48
C -1.109 -5.289 0.998 -0.3 0.0 0.2 -0.27
C -2.160 -4.209 0.710 0.7 0.2 0.3 -0.68
Br -1.777 -2.588 1.779 -0.1 -0.2 -0.1 -0.09
C -2.232 -3.875 -0.795 -0.6 0.0 -0.2 -0.15
O -1.487 -2.757 -1.185 -0.1 -0.1 0.2 -0.27
C -0.176 -2.991 -1.645 0.6 0.2 0.0 -0.52
C 0.806 -2.174 -0.817 -0.3 -0.3 0.3 -0.35
O 2.005 -2.031 -1.570 0.1 0.5 0.0 -0.34
C 2.770 -0.959 -1.146 0.4 1.2 -0.8 0.61
C 3.242 -1.001 0.281 -0.3 -0.2 0.1 -0.91
O 3.040 -0.055 -1.901 -0.3 -1.4 0.6 -0.49
C -3.680 -3.698 -1.287 0.2 0.0 0.4 -0.02
C -4.468 -2.613 -0.554 -0.5 0.2 0.2 -0.66
C -5.927 -2.980 -0.262 0.0 0.3 -0.4 -1.00
C -6.631 -2.015 0.703 0.0 -0.2 0.2 0.65
C -6.256 -2.335 2.170 -0.2 0.2 -0.3 -1.34
C -6.424 -0.539 0.374 0.0 0.0 0.2 -1.60
O -3.571 -3.514 -2.679 0.1 0.0 -0.1 -0.40
C -4.774 -3.253 -3.355 0.1 0.0 -0.3 -0.85
H -1.545 -5.340 3.114 0.0 0.1 0.1 0.34
H 0.106 -4.788 2.743 -0.1 0.2 0.1 0.35
H -0.333 -6.486 2.601 0.1 0.0 0.0 0.41
H -1.582 -6.228 0.698 0.0 0.0 -0.3 0.37
H -0.250 -5.141 0.350 0.2 0.0 0.0 0.11
H -3.118 -4.555 1.085 -0.2 0.1 0.0 0.65
H -1.858 -4.763 -1.315 0.1 -0.1 -0.1 0.56
H -0.072 -2.676 -2.683 -0.2 0.0 -0.1 0.34
H 0.097 -4.044 -1.578 -0.1 -0.2 -0.1 0.21
H 0.999 -2.672 0.136 0.0 0.0 0.1 0.10
H 0.339 -1.213 -0.595 0.1 0.2 -0.1 0.45
H 2.777 -0.189 0.835 0.0 0.2 0.0 0.26
H 2.983 -1.941 0.763 0.1 -0.1 0.0 0.38
H 4.315 -0.848 0.321 0.1 0.1 -0.1 0.38
H -4.175 -4.663 -1.095 -0.1 -0.1 0.0 0.45
H -4.012 -2.385 0.405 0.3 0.0 0.1 0.31
H -4.440 -1.675 -1.104 0.2 0.0 -0.2 0.30
H -6.496 -3.013 -1.194 0.0 -0.1 -0.1 0.36
H -5.953 -3.988 0.154 -0.1 -0.1 0.1 0.37
H -7.699 -2.210 0.596 -0.1 0.0 0.0 0.47
H -6.093 -1.419 2.733 0.1 0.0 0.1 0.37
H -7.077 -2.862 2.651 0.0 -0.2 0.1 0.33
H -5.363 -2.951 2.236 0.1 0.0 0.1 0.22
H -6.962 -0.237 -0.523 0.0 0.0 -0.2 0.35
H -6.794 0.061 1.203 -0.1 0.1 0.0 0.49
H -5.375 -0.279 0.255 0.1 0.0 0.0 0.30
H -4.559 -3.329 -4.418 0.1 0.0 0.0 0.31
H -5.555 -3.977 -3.115 -0.1 -0.1 0.1 0.32
H -5.132 -2.238 -3.173 -0.1 0.0 0.2 0.30
C 1.741 3.531 -0.115 0.1 -0.3 -0.3 -0.97
Si 3.496 4.217 -0.328 -0.1 0.7 0.9 0.01
C 3.603 4.845 -2.117 -0.1 -0.3 -0.2 -1.07
C 4.659 2.723 -0.203 -0.1 -0.3 -0.3 -0.84
N 3.764 5.393 0.836 0.5 -0.1 -0.5 -0.11
Si 5.165 6.278 1.063 -1.0 -0.4 0.1 0.13
C 5.666 7.365 -0.413 0.3 0.2 0.1 -1.06
C 6.697 5.243 1.501 0.3 0.3 0.0 -1.06
C 4.914 7.468 2.518 0.3 0.1 0.0 -1.03
H 1.518 2.753 -0.857 0.0 0.0 0.0 0.24
H 1.626 3.097 0.882 0.0 0.0 0.0 0.24
H 1.007 4.331 -0.227 0.0 0.0 0.0 0.26
H 3.189 4.113 -2.822 0.0 0.0 0.0 0.35
H 4.638 5.033 -2.413 0.0 0.1 0.0 0.30
H 3.040 5.774 -2.223 0.0 0.0 0.0 0.26
H 4.723 2.383 0.834 0.0 0.1 0.0 0.24
H 5.667 2.969 -0.547 0.0 0.0 0.1 0.34
H 4.301 1.887 -0.816 0.0 0.0 0.0 0.19
H 6.069 6.765 -1.232 -0.1 0.0 0.0 0.30
H 6.437 8.095 -0.131 0.0 0.0 0.0 0.34
H 4.800 7.916 -0.784 0.0 0.0 0.0 0.26
H 6.451 4.518 2.280 0.0 0.0 0.0 0.26
H 7.516 5.874 1.871 0.0 0.0 0.0 0.35
H 7.073 4.699 0.631 0.0 -0.1 0.0 0.30
H 4.682 6.905 3.425 0.0 0.0 0.0 0.25
H 4.080 8.142 2.311 0.0 0.0 0.0 0.25
H 5.807 8.075 2.711 -0.1 0.0 0.0 0.27
```
Forces are in eV/Å.

HOMO energy: -3.365 eV
total charge: -1
DFT total energy: -118020.263 eV

(2)
# C21H47CoNO2SSi2

A structure of composition C21H47CoNO2SSi2 (ωB97M-V with the def2-TZVPD basis set, OMol25).

```
75
Properties=species:S:1:pos:R:3:forces:R:3:lowdin_spin:R:1
O -0.553 -1.397 -3.246 0.6 -0.4 1.0 0.02
O 0.906 1.339 -6.117 0.1 0.2 0.3 0.00
C 0.197 -2.589 -3.730 -0.3 0.0 0.1 0.00
C -0.524 -3.862 -3.365 0.0 -0.4 0.1 0.00
H 1.173 -2.522 -3.247 -0.2 0.2 -0.1 0.00
H 0.321 -2.434 -4.800 -0.1 -0.1 0.1 0.00
H -0.566 -4.041 -2.279 0.0 0.3 -0.3 0.00
H 0.058 -4.695 -3.773 -0.2 0.1 -0.1 0.00
H -1.539 -3.905 -3.783 0.3 0.0 0.1 0.00
C -1.681 -0.782 -3.970 -0.6 0.2 0.0 0.00
C -1.580 -0.981 -5.463 0.1 -0.4 -0.3 0.00
H -1.655 0.284 -3.722 0.3 -0.3 0.0 0.00
H -2.596 -1.194 -3.539 0.1 -0.1 -0.1 0.00
H -0.605 -0.663 -5.869 -0.4 -0.1 0.2 0.00
H -2.336 -0.339 -5.932 0.1 -0.1 0.2 0.00
H -1.818 -2.018 -5.767 0.2 0.5 0.2 0.00
C 0.515 2.509 -5.396 0.1 0.0 0.0 0.00
C 2.310 1.053 -6.187 0.1 -0.2 -0.3 0.00
C -0.828 2.992 -5.914 -0.1 -0.1 -0.2 0.00
H 1.253 3.308 -5.550 0.0 -0.2 0.1 0.00
H 0.451 2.295 -4.307 0.1 0.1 -0.4 0.00
H -0.815 3.124 -7.001 0.2 0.0 0.1 0.00
H -1.099 3.953 -5.473 0.1 -0.1 0.1 0.00
H -1.618 2.275 -5.692 -0.1 0.0 0.1 0.00
C 2.656 0.798 -7.652 -0.1 0.2 -0.2 0.00
H 2.530 0.136 -5.601 -0.1 0.5 0.0 0.00
H 2.922 1.888 -5.798 -0.4 -0.3 0.0 0.00
H 2.021 0.006 -8.069 0.1 0.1 0.2 0.00
H 3.705 0.514 -7.792 -0.1 0.0 0.2 0.00
H 2.476 1.708 -8.243 0.0 -0.2 0.2 0.00
H -0.480 -1.298 -2.178 -0.5 -0.2 -2.1 0.02
Co -0.490 -0.156 -0.460 1.9 0.4 -1.8 2.82
C 1.296 -0.434 -1.524 0.2 -0.3 -0.5 0.33
Si 2.925 0.380 -1.009 -0.1 0.3 0.4 0.03
H 1.419 -1.533 -1.446 0.0 0.3 0.1 0.02
H 1.123 -0.190 -2.592 0.1 0.1 0.6 0.03
C 4.309 -0.486 -1.968 -0.4 -0.1 0.1 0.02
C 3.126 0.085 0.840 0.2 0.0 -0.1 0.00
C 2.984 2.212 -1.458 0.1 0.0 0.1 0.00
C -1.883 -1.496 -0.431 -0.5 -0.8 -0.4 0.16
Si -3.186 -0.132 -0.473 -1.2 -0.4 0.3 0.05
H -1.918 -2.026 0.542 0.0 0.4 -0.6 0.01
H -1.968 -2.268 -1.214 -0.2 0.4 0.1 0.02
C -4.674 -0.744 -1.441 -0.2 -0.2 0.0 0.02
C -2.734 1.506 -1.304 0.0 0.4 0.0 0.03
C -3.655 0.208 1.308 -0.1 0.0 0.1 0.00
H 2.396 2.425 -2.364 0.1 0.0 0.2 0.00
H 4.030 2.490 -1.663 -0.3 0.0 0.0 0.00
H 2.613 2.846 -0.639 0.1 -0.2 -0.4 0.00
H 4.255 -1.572 -1.806 0.2 0.2 -0.1 0.00
H 5.281 -0.120 -1.614 -0.2 -0.1 -0.1 0.00
H 4.232 -0.287 -3.046 0.0 -0.1 0.2 0.00
H 2.586 -0.827 1.131 0.2 0.2 0.0 0.00
H 2.748 0.923 1.443 0.1 -0.2 -0.2 0.00
H 4.189 -0.062 1.068 -0.2 0.1 0.1 0.00
H -3.671 1.874 -1.748 0.2 -0.1 0.0 0.00
H -1.990 1.438 -2.112 -0.2 0.2 0.2 0.00
H -2.388 2.262 -0.583 -0.1 -0.3 -0.4 0.00
H -4.650 0.675 1.348 0.3 0.0 0.1 0.00
H -2.946 0.866 1.832 -0.2 -0.1 -0.2 0.00
H -3.709 -0.740 1.862 0.0 0.2 -0.1 0.00
H -5.588 -0.224 -1.118 0.2 -0.1 -0.1 0.00
H -4.826 -1.818 -1.280 0.0 0.2 -0.1 0.00
H -4.558 -0.569 -2.520 -0.1 -0.1 0.2 0.00
S 0.058 1.977 0.216 -0.2 1.5 -0.5 0.17
C -0.049 1.082 1.646 -0.2 -2.0 0.5 0.05
C -0.078 1.526 2.964 0.1 0.0 0.2 0.01
C -0.176 0.590 3.988 0.0 0.4 -0.3 0.02
C -0.246 -0.772 3.685 0.1 -0.7 -0.6 0.01
C -0.220 -1.187 2.354 -0.2 1.1 0.2 0.02
N -0.169 -0.268 1.356 1.0 0.2 3.4 0.12
H -0.033 2.600 3.107 0.0 -0.2 0.3 0.00
H -0.196 0.924 5.024 0.0 -0.1 -0.2 0.00
H -0.336 -1.533 4.456 0.1 0.3 -0.1 0.00
H -0.288 -2.238 2.063 0.0 0.4 0.1 0.00
```
Forces are in eV/Å.

<S²>: 6.02
HOMO energy (alpha / beta): -10.545 / -10.759 eV
2S+1: 5
total charge: +1
DFT total energy: -92333.031 eV
energy above the lowest of the compared OMol25 structures with the same formula, charge and spin: 28.52 kcal/mol

(3)
# C21H47CrNO2SSi2

A structure of composition C21H47CrNO2SSi2 (ωB97M-V with the def2-TZVPD basis set, OMol25).

```
75
Properties=species:S:1:pos:R:3:forces:R:3:lowdin_spin:R:1
O -0.569 -1.347 -1.609 0.5 -0.3 -1.1 0.00
O 0.893 0.824 -3.184 -0.1 0.1 0.4 0.00
C 0.212 -2.556 -2.101 -1.0 1.1 0.5 0.00
C -0.490 -3.712 -1.445 0.1 -0.6 0.1 0.00
H 1.267 -2.424 -1.860 -0.3 0.2 0.3 0.00
H 0.083 -2.452 -3.175 0.5 -0.6 0.3 0.00
H -0.599 -3.577 -0.354 0.0 0.2 -0.6 0.00
H 0.066 -4.636 -1.576 0.2 -0.1 -0.2 0.00
H -1.473 -3.865 -1.899 0.0 0.1 0.2 0.00
C -1.792 -0.947 -2.395 0.4 -0.6 0.5 0.00
C -1.646 -1.199 -3.878 0.0 0.2 -0.4 0.00
H -1.981 0.100 -2.208 0.2 0.2 0.4 0.00
H -2.581 -1.543 -1.917 0.1 0.2 -0.3 0.00
H -1.011 -0.463 -4.398 0.0 -0.3 0.5 0.00
H -2.637 -1.099 -4.325 -0.1 -0.1 0.1 0.00
H -1.276 -2.206 -4.092 -0.5 0.3 -0.2 0.00
C 0.448 2.155 -2.927 -0.1 -0.2 -0.2 0.00
C 2.202 0.654 -3.698 -0.3 0.0 -0.2 0.00
C -0.654 2.510 -3.912 0.0 0.3 -0.1 0.00
H 1.283 2.871 -2.986 -0.1 -0.2 0.0 0.00
H 0.056 2.178 -1.902 0.1 0.0 -0.1 0.00
H -0.265 2.520 -4.947 -0.3 -0.1 0.4 0.00
H -1.020 3.518 -3.678 -0.1 -0.2 -0.1 0.00
H -1.497 1.798 -3.835 0.4 0.4 -0.1 0.00
C 2.200 0.778 -5.217 0.2 0.0 0.0 0.00
H 2.490 -0.359 -3.399 0.2 0.2 0.0 0.00
H 2.902 1.377 -3.244 -0.2 -0.3 -0.1 0.00
H 1.466 0.088 -5.671 0.3 0.4 0.2 0.00
H 3.198 0.511 -5.578 -0.1 0.1 -0.2 0.00
H 1.985 1.817 -5.516 0.0 -0.4 0.0 0.00
H -0.060 -0.761 -0.923 -0.2 0.3 0.2 0.00
Cr 0.015 0.122 1.753 0.4 -0.5 -0.5 3.72
C 1.339 -0.149 0.046 -0.9 0.2 -0.7 0.03
Si 2.937 0.371 0.881 -0.6 -0.3 -1.3 0.02
H 1.338 -1.217 -0.272 0.6 0.5 0.4 0.01
H 1.183 0.499 -0.863 0.6 -0.5 0.7 0.01
C 4.297 -0.616 0.043 0.4 0.0 0.0 0.00
C 3.206 0.120 2.700 0.0 0.2 0.5 0.01
C 3.151 2.191 0.521 0.1 0.2 0.1 0.00
C -1.527 -1.235 1.518 0.0 -0.6 0.0 0.00
Si -2.952 -0.026 1.618 0.6 -1.1 -0.4 0.01
H -1.499 -2.007 2.308 -0.2 0.3 -0.1 0.01
H -1.490 -1.793 0.569 -0.3 0.2 0.2 0.01
C -4.317 -0.728 0.511 -0.5 0.1 0.2 0.00
C -2.500 1.644 0.855 -0.1 0.2 -0.3 0.02
C -3.601 0.223 3.359 -0.1 -0.1 0.2 0.00
H 2.663 2.481 -0.419 0.2 -0.1 0.1 0.00
H 4.226 2.400 0.460 -0.2 0.2 0.0 0.00
H 2.706 2.789 1.326 0.2 -0.1 -0.2 0.00
H 4.200 -1.692 0.244 0.0 0.2 0.0 0.00
H 5.266 -0.294 0.440 0.1 -0.1 -0.1 0.00
H 4.299 -0.474 -1.045 0.0 0.0 0.2 0.00
H 2.751 -0.779 3.118 0.1 0.0 0.0 0.00
H 2.854 0.989 3.280 0.1 -0.3 -0.2 0.00
H 4.295 0.048 2.813 -0.1 0.0 0.2 0.00
H -3.224 1.829 0.049 0.1 0.1 0.0 0.00
H -1.480 1.716 0.417 -0.6 0.0 0.3 0.01
H -2.610 2.437 1.603 0.2 0.0 -0.2 0.00
H -4.488 0.872 3.335 0.2 -0.1 0.1 0.00
H -2.858 0.688 4.025 -0.2 -0.1 -0.2 0.00
H -3.892 -0.753 3.788 0.1 0.4 -0.1 0.00
H -5.278 -0.230 0.716 0.1 -0.2 -0.2 0.00
H -4.429 -1.806 0.694 0.0 0.3 -0.1 0.00
H -4.092 -0.572 -0.552 0.0 0.0 0.2 0.00
S 0.084 2.242 2.889 0.3 1.6 -0.1 0.03
C -0.092 1.176 4.199 0.4 -1.7 0.0 0.03
C -0.236 1.471 5.559 -0.1 -0.9 0.5 0.00
C -0.299 0.428 6.490 0.0 0.6 -1.0 0.02
C -0.203 -0.886 6.034 0.1 -0.8 0.0 0.00
C -0.045 -1.144 4.679 -0.1 1.3 -0.7 0.02
N -0.014 -0.131 3.762 -0.3 -0.4 2.6 0.01
H -0.284 2.501 5.845 0.0 0.4 0.2 0.00
H -0.416 0.636 7.548 0.0 0.0 -0.1 0.00
H -0.240 -1.737 6.721 0.0 0.4 -0.2 0.00
H 0.056 -2.157 4.281 -0.1 0.3 0.1 0.00
```
Forces are in eV/Å.

<S²>: 6.03
HOMO energy (alpha / beta): -6.170 / -7.081 eV
2S+1: 5
DFT total energy: -83134.401 eV
energy above the lowest of the compared OMol25 structures with the same formula, charge and spin: 30.21 kcal/mol